Here is a structure of composition C23H27N6O2PdS from the OMol25 dataset. Energies are from ωB97M-V/def2-TZVPD.

Geometry (Å):
Pd -0.19 -0.01 -0.09
O 0.44 2.58 2.93
C 0.29 2.00 1.89
N -0.02 0.67 1.71
C 0.08 -0.28 2.71
O 0.59 -0.17 3.80
C -0.55 -1.58 2.26
C -0.87 -2.58 3.15
C -1.47 -3.73 2.66
C -1.71 -3.85 1.30
C -1.35 -2.80 0.47
N -0.79 -1.69 0.94
C 0.42 2.71 0.56
C 0.86 4.02 0.49
C 1.07 4.58 -0.75
C 0.82 3.83 -1.89
C 0.37 2.53 -1.74
N 0.16 1.99 -0.54
H -0.65 -2.43 4.20
H -1.75 -4.53 3.34
H -2.17 -4.73 0.89
H -1.51 -2.85 -0.60
H 1.04 4.54 1.42
H 1.42 5.60 -0.84
H 0.98 4.23 -2.88
H 0.17 1.90 -2.60
C -1.47 -2.05 -5.96
C -1.16 -1.59 -4.57
C -0.13 -2.15 -3.82
C 0.14 -1.68 -2.55
N -0.56 -0.69 -1.99
C -1.56 -0.14 -2.70
C -1.89 -0.56 -3.97
H -1.15 -3.08 -6.12
H -0.94 -1.43 -6.69
H -2.53 -1.98 -6.17
H 0.47 -2.96 -4.23
H 0.95 -2.08 -1.96
H -2.12 0.64 -2.21
H -2.71 -0.09 -4.49
C 5.24 1.72 1.34
C 3.77 1.47 1.63
N 3.51 0.08 2.00
C 2.98 -0.86 1.21
S 2.50 -0.56 -0.39
N 2.79 -2.07 1.76
C 3.18 -2.49 3.10
C 4.67 -2.76 3.25
H 5.40 2.76 1.07
H 5.59 1.09 0.52
H 5.86 1.51 2.22
H 3.18 1.66 0.74
H 3.41 2.10 2.44
H 3.69 -0.16 2.96
H 2.47 -2.77 1.10
H 2.61 -3.40 3.31
H 2.81 -1.75 3.82
H 5.00 -3.53 2.56
H 4.89 -3.09 4.26
H 5.26 -1.86 3.06

Output
* HOMO level: -10.335 eV
* total charge: +1
* LUMO energy: -2.94 eV
* electronic energy: -1897.643833 Eh

=====

Here is a structure of composition C23H27N6O4Sn from the OMol25 dataset. Energies are from ωB97M-V/def2-TZVPD.

Geometry (Å):
Sn 0.31 0.28 1.65
C 0.57 1.78 -1.33
O 0.70 2.16 0.04
C -0.09 3.27 0.37
C 0.35 4.55 0.10
C -0.47 5.63 0.39
C -1.73 5.42 0.93
C -2.16 4.13 1.21
C -1.34 3.04 0.93
N -1.63 1.70 1.20
N -2.84 1.40 1.41
C -3.21 0.11 1.46
C -2.45 -0.95 0.89
O -1.21 -0.86 0.55
C -3.14 -2.17 0.59
C -4.36 -2.43 1.11
C -5.07 -1.47 1.89
C -6.27 -1.78 2.54
C -6.94 -0.83 3.28
C -6.43 0.47 3.35
C -5.25 0.80 2.73
C -4.53 -0.17 2.00
H 1.02 2.54 -1.98
H -0.49 1.66 -1.60
H 1.08 0.83 -1.46
H 1.34 4.71 -0.32
H -0.13 6.64 0.19
H -2.38 6.26 1.14
H -3.13 3.94 1.65
H -2.60 -2.92 0.02
H -4.83 -3.39 0.94
H -6.65 -2.80 2.48
H -7.86 -1.09 3.79
H -6.96 1.22 3.92
H -4.85 1.80 2.79
N 2.77 0.49 0.69
C 3.18 -0.70 -0.07
C 4.70 -0.94 0.02
C 5.34 -2.08 -0.79
C 5.03 -2.08 -2.29
N 3.70 -2.63 -2.50
C 2.96 -2.52 -3.56
N 3.42 -1.95 -4.69
N 1.69 -2.95 -3.51
C 2.32 -1.90 0.44
O 2.40 -2.98 -0.18
O 1.57 -1.67 1.42
H 3.14 1.33 0.27
H 3.14 0.43 1.63
H 2.88 -0.52 -1.10
H 4.94 -1.11 1.07
H 5.19 0.00 -0.27
H 5.04 -3.04 -0.38
H 6.42 -1.99 -0.67
H 5.77 -2.69 -2.81
H 5.10 -1.06 -2.69
H 3.22 -2.94 -1.59
H 4.39 -1.73 -4.78
H 2.86 -1.95 -5.53
H 1.35 -3.35 -2.65
H 1.10 -2.96 -4.32

Output
* HOMO level: -9.622 eV
* total charge: +1
* LUMO energy: -2.81 eV
* electronic energy: -1736.292145 Eh

=====

Here is a structure of composition C23H28As2O3RuSSe at a distorted geometry from the OMol25 dataset. Energies are from ωB97M-V/def2-TZVPD.

Geometry (Å):
Ru 0.12 -0.57 -0.05
C 1.67 1.39 2.75
As 0.18 0.25 2.20
C 0.12 -0.91 3.78
C -1.40 1.43 2.25
C -2.02 1.69 3.47
C -3.16 2.47 3.52
C -3.71 2.96 2.35
C -3.08 2.73 1.13
C -1.91 1.99 1.07
As -0.88 1.78 -0.62
C -2.09 2.39 -2.04
C 0.28 3.35 -0.49
H 1.55 1.63 3.82
H 1.71 2.32 2.18
H 2.60 0.83 2.62
H 0.18 -0.31 4.69
H 1.01 -1.55 3.73
H -0.77 -1.55 3.81
H -1.61 1.27 4.38
H -3.63 2.68 4.47
H -4.62 3.53 2.38
H -3.52 3.12 0.22
H -2.30 3.46 -1.92
H -3.03 1.82 -2.04
H -1.59 2.23 -3.00
H -0.25 4.16 0.02
H 0.53 3.65 -1.52
H 1.21 3.12 0.04
C 7.11 -1.43 -4.22
C 5.78 -1.03 -3.71
C 5.66 -0.01 -2.76
C 4.43 0.32 -2.22
C 3.31 -0.37 -2.64
C 3.38 -1.33 -3.63
C 4.61 -1.66 -4.17
S 1.77 -0.06 -1.84
O 0.86 -1.24 -1.93
O 1.13 1.13 -2.34
O 2.03 0.09 -0.35
H 7.89 -1.22 -3.49
H 7.36 -0.87 -5.13
H 7.12 -2.49 -4.49
H 6.55 0.50 -2.43
H 4.35 1.09 -1.47
H 2.47 -1.83 -3.96
H 4.67 -2.41 -4.94
Se -2.00 -1.58 -0.02
C -2.62 -3.36 0.28
C -1.71 -4.39 0.52
C -2.18 -5.69 0.62
C -3.54 -5.96 0.49
C -4.44 -4.92 0.29
C -4.00 -3.62 0.18
H -0.65 -4.18 0.60
H -1.49 -6.50 0.79
H -3.89 -6.98 0.55
H -5.50 -5.14 0.20
H -4.69 -2.81 0.02

Output
* HOMO level (spin up / spin down): -14.022 / -14.022 eV
* total charge: +2
* LUMO energy (spin up / spin down): -9.16 / -9.17 eV
* electronic energy: -8484.386524 Eh

=====

Here is a structure of composition C23H28AuClN5O5Se from the OMol25 dataset. Energies are from ωB97M-V/def2-TZVPD.

Geometry (Å):
Au -0.17 0.52 0.22
N -4.06 1.09 1.33
C -2.82 0.68 1.17
O -2.02 1.37 0.47
C -2.31 -0.56 1.85
C -1.06 -1.07 1.12
H -4.36 1.95 0.90
H -4.72 0.57 1.89
H -3.09 -1.32 1.87
H -2.09 -0.30 2.89
H -1.34 -1.68 0.26
H -0.39 -1.64 1.76
N 3.87 3.77 0.49
C 4.58 2.65 0.78
O 5.71 2.64 1.21
C 3.86 1.36 0.50
C 4.55 0.27 -0.01
C 3.85 -0.89 -0.30
C 2.48 -0.94 -0.09
N 1.83 0.12 0.42
C 2.51 1.24 0.73
H 4.32 4.66 0.63
H 3.00 3.74 -0.01
H 5.61 0.35 -0.18
H 4.35 -1.76 -0.70
H 1.91 -1.84 -0.28
H 1.94 2.05 1.15
C -3.11 3.03 -2.20
C -3.55 1.61 -2.42
C -4.90 1.33 -2.62
C -5.35 0.03 -2.78
Cl -7.05 -0.26 -3.01
C -4.47 -1.04 -2.76
C -3.12 -0.78 -2.58
C -2.67 0.52 -2.42
O -1.32 0.66 -2.16
C -0.56 1.63 -2.88
C 0.09 2.65 -1.94
O 0.24 3.80 -2.30
O 0.56 2.20 -0.79
H -3.95 3.62 -1.84
H -2.77 3.50 -3.13
H -2.29 3.11 -1.49
H -5.61 2.14 -2.63
H -4.83 -2.05 -2.90
H -2.40 -1.59 -2.57
H -1.17 2.15 -3.62
H 0.24 1.10 -3.40
C 2.99 -4.53 1.98
N 2.70 -5.40 0.86
C 3.44 -6.52 0.52
C 2.85 -7.07 -0.57
N 1.76 -6.28 -0.88
C 0.84 -6.50 -1.98
C 1.67 -5.25 -0.01
Se 0.38 -3.92 -0.03
H 3.33 -5.13 2.82
H 2.08 -4.00 2.24
H 3.76 -3.80 1.71
H 4.30 -6.82 1.08
H 3.10 -7.94 -1.13
H 1.07 -7.47 -2.42
H 0.94 -5.72 -2.72
H -0.18 -6.50 -1.61

Output
* HOMO level: -10.165 eV
* total charge: +1
* relative energy (zero: lowest compared OMol25 entry of this formula, charge and spin): 4.4 kcal/mol
* LUMO energy: -3.78 eV
* electronic energy: -4540.344949 Eh

=====

Here is an isolated molecule of C23H28N2O5 at a distorted geometry from the OMol25 dataset. Energies are from ωB97M-V/def2-TZVPD.

Geometry (Å):
C 2.18 0.54 4.57
C 2.24 1.38 3.34
C 3.25 2.18 2.92
O 2.97 2.81 1.75
C 1.74 2.40 1.38
C 1.03 2.75 0.25
C -0.22 2.17 0.09
C -0.79 1.28 1.03
C -0.04 0.95 2.16
C 1.22 1.50 2.34
H -0.42 0.28 2.91
C -2.12 0.78 0.76
C -2.77 1.19 -0.36
C -2.13 2.07 -1.33
O -2.62 2.41 -2.38
O -0.88 2.52 -1.04
C -4.17 0.78 -0.73
H -4.66 0.28 0.11
H -4.73 1.69 -0.98
C -4.19 -0.14 -1.96
C -3.31 -1.35 -1.71
O -3.43 -2.06 -0.73
N -2.39 -1.59 -2.67
H -2.29 -0.93 -3.43
C -1.41 -2.64 -2.56
H -1.47 -3.29 -3.45
C 0.01 -2.10 -2.40
C 0.08 -1.10 -1.24
N 1.40 -0.77 -0.74
C 2.06 -1.84 -0.02
C 3.32 -1.27 0.64
O 4.20 -0.74 -0.32
C 3.57 0.29 -1.05
C 2.30 -0.22 -1.74
H 2.59 -0.97 -2.50
H 1.80 0.61 -2.24
H 3.30 1.12 -0.38
H 4.30 0.63 -1.79
H 3.03 -0.49 1.36
H 3.87 -2.06 1.16
H 2.36 -2.67 -0.67
H 1.38 -2.21 0.75
H -0.38 -0.16 -1.56
H -0.49 -1.48 -0.40
H 0.67 -2.95 -2.21
H 0.33 -1.62 -3.33
H -1.70 -3.23 -1.68
H -3.85 0.42 -2.83
H -5.21 -0.48 -2.13
C -2.78 -0.18 1.71
H -2.08 -0.57 2.44
H -3.19 -1.02 1.15
H -3.59 0.31 2.24
H 1.42 3.42 -0.49
H 4.20 2.40 3.36
H 3.10 0.64 5.14
H 2.04 -0.51 4.30
H 1.34 0.84 5.19

Output
* HOMO level: -8.304 eV
* SMILES string: Cc1coc2cc3oc(=O)c(CCC(=O)NCCCN4CCOCC4)c(C)c3cc12
* relative energy (zero: lowest compared OMol25 entry of this formula, charge and spin): 34.5 kcal/mol
* LUMO energy: 0.12 eV
* electronic energy: -1378.982899 Eh

=====

Here is an isolated molecule of C23H28N2O5 at a distorted geometry from the OMol25 dataset. Energies are from ωB97M-V/def2-TZVPD.

Geometry (Å):
C 6.45 2.69 -0.64
H 7.15 3.11 0.08
H 6.98 2.00 -1.30
H 6.03 3.49 -1.24
C 5.33 1.95 0.09
C 5.89 0.81 0.94
H 6.54 1.20 1.71
H 6.46 0.13 0.31
H 5.09 0.24 1.40
H 4.79 2.66 0.72
O 4.47 1.45 -0.93
C 3.21 1.04 -0.62
C 2.49 0.48 -1.68
C 1.20 0.04 -1.50
C 0.58 0.16 -0.26
C 1.29 0.71 0.79
C 2.59 1.15 0.62
H 3.11 1.57 1.47
H 0.83 0.79 1.76
C -0.82 -0.36 -0.06
N -1.70 -0.02 -1.16
C -2.18 -1.11 -1.78
O -2.93 -1.19 -2.74
C -1.63 -2.30 -1.07
C -0.84 -1.88 -0.06
C -0.13 -2.60 1.00
O 0.11 -2.08 2.08
C 0.28 -3.97 0.70
C 0.71 -4.95 1.57
C 1.00 -6.08 0.77
C 0.73 -5.70 -0.51
O 0.30 -4.44 -0.56
H 0.82 -6.22 -1.44
H 1.36 -7.03 1.10
H 0.80 -4.86 2.63
O -2.02 -3.51 -1.46
H -2.63 -3.36 -2.22
C -2.00 1.33 -1.55
C -3.40 1.76 -1.09
H -4.13 1.09 -1.54
C -3.54 1.77 0.43
N -4.70 2.52 0.87
C -5.94 1.86 0.52
H -6.78 2.46 0.87
H -6.02 1.76 -0.56
H -6.03 0.85 0.97
C -4.65 2.79 2.29
H -4.65 1.87 2.90
H -3.74 3.35 2.51
H -5.51 3.39 2.57
H -3.56 0.73 0.81
H -2.66 2.26 0.86
H -3.59 2.77 -1.46
H -1.96 1.39 -2.64
H -1.23 1.98 -1.13
H -1.21 0.02 0.89
H 0.66 -0.40 -2.33
H 2.98 0.40 -2.64

Output
* HOMO level: -8.376 eV
* SMILES string: CC(C)Oc1ccc([C@@H]2C(C(=O)c3ccco3)=C(O)C(=O)N2CCCN(C)C)cc1
* relative energy (zero: lowest compared OMol25 entry of this formula, charge and spin): 67.7 kcal/mol
* LUMO energy: -0.13 eV
* electronic energy: -1378.929959 Eh

=====

Here is a structure of composition C23H28N2O5S2Zn at a distorted geometry from the OMol25 dataset. Energies are from ωB97M-V/def2-TZVPD.

Geometry (Å):
C 5.95 -1.49 3.03
C 5.19 -0.56 2.88
C 4.50 0.74 2.69
C 3.07 0.49 2.14
C 3.20 0.30 0.60
C 1.90 0.05 -0.13
C 1.51 0.81 -1.17
O 2.25 1.83 -1.63
C 1.56 3.10 -1.66
C 1.14 3.59 -0.25
C -0.38 3.45 0.01
C -0.98 4.61 0.86
C 0.19 0.40 -1.82
O -0.66 1.16 -2.19
C 0.00 -1.10 -1.92
C -0.59 -1.61 -3.22
O 0.47 -1.79 -4.15
O 0.92 -0.52 -4.59
C 0.38 -1.85 -0.87
C 0.23 -3.36 -0.80
C -1.26 -3.72 -0.74
C -1.65 -3.80 0.75
S -3.45 -3.66 0.81
C -3.57 -2.10 1.47
S -2.49 -1.61 2.70
N -4.47 -1.16 1.02
C -4.36 -0.39 -0.12
C -5.45 0.47 -0.15
N -6.24 0.21 0.95
C -5.65 -0.73 1.62
C 1.00 -1.08 0.27
O 0.71 -1.33 1.42
H 6.70 -2.24 3.03
H 5.09 1.34 2.00
H 4.46 1.24 3.65
H 2.49 1.40 2.31
H 2.65 -0.40 2.59
H 3.76 1.13 0.17
H 3.83 -0.59 0.45
H 0.73 3.12 -2.38
H 2.28 3.81 -2.05
H 1.76 3.09 0.49
H 1.38 4.66 -0.23
H -0.89 3.47 -0.95
H -0.55 2.50 0.54
H -0.23 5.35 1.15
H -1.50 4.20 1.73
H -1.74 5.12 0.28
H -1.05 -2.59 -3.15
H -1.28 -0.85 -3.59
H 1.74 -0.34 -4.11
H 0.75 -3.73 0.09
H 0.72 -3.82 -1.66
H -1.47 -4.65 -1.27
H -1.84 -2.91 -1.18
H -1.23 -2.91 1.21
H -1.26 -4.71 1.22
H -3.57 -0.43 -0.86
H -5.65 1.19 -0.92
H -6.09 -1.07 2.55
Zn -1.80 -0.04 1.09

Output
* HOMO level: -13.886 eV
* total charge: +2
* LUMO energy: -10.38 eV
* electronic energy: -3953.679954 Eh

=====

Here is the ion C23H28N3O3 with charge -1 at a distorted geometry from the OMol25 dataset. Energies are from ωB97M-V/def2-TZVPD.

Geometry (Å):
C -4.36 -0.05 3.61
N -3.28 0.91 3.46
C -3.64 2.29 3.16
C -1.99 0.48 3.40
C -0.92 1.36 3.07
C 0.25 0.84 2.53
C 0.37 -0.54 2.36
C 1.41 -1.20 1.44
C 2.64 -0.44 1.26
C 3.20 -0.27 0.00
N 3.73 -0.10 -1.05
C 3.31 0.03 2.40
N 3.91 0.32 3.37
C -0.58 -1.40 2.91
C -1.71 -0.91 3.51
H -4.32 -0.55 4.59
H -5.32 0.48 3.51
H -4.32 -0.83 2.84
H -3.06 2.99 3.78
H -3.48 2.54 2.10
H -4.71 2.41 3.38
H -1.04 2.44 3.17
H 1.05 1.50 2.18
H 1.55 -2.12 2.01
H -0.42 -2.48 2.84
H -2.44 -1.60 3.93
C -0.82 -2.39 -3.45
C -0.45 -1.76 -2.14
O 0.60 -2.68 -1.59
C 1.09 -2.35 -0.44
C 2.30 -2.82 0.17
C 2.35 -3.74 1.33
O 1.42 -4.45 1.73
C 3.74 -3.73 1.96
C 4.58 -5.00 1.74
C 4.63 -5.71 0.37
C 3.40 -5.79 -0.55
C 3.23 -4.60 -1.49
C 3.34 -3.19 -0.85
O 0.60 -1.34 0.20
H -1.58 -1.77 -3.92
H 0.04 -2.43 -4.14
H -1.22 -3.41 -3.33
H 0.02 -0.78 -2.27
H -1.29 -1.71 -1.44
H 4.28 -2.83 1.59
H 3.64 -3.58 3.05
H 5.62 -4.71 1.98
H 4.30 -5.72 2.53
H 5.47 -5.28 -0.20
H 4.92 -6.74 0.59
H 3.52 -6.69 -1.17
H 2.48 -5.95 0.03
H 4.01 -4.65 -2.26
H 2.27 -4.68 -2.02
H 3.30 -2.47 -1.67
H 4.34 -3.07 -0.41

Output
* HOMO level: -3.228 eV
* total charge: -1
* relative energy (zero: lowest compared OMol25 entry of this formula, charge and spin): 70.2 kcal/mol
* LUMO energy: 2.49 eV
* electronic energy: -1283.101029 Eh

=====

Q: Look up the electronic energy of the first one.
A: -1897.643833 Eh